[1]
DFT (ωB97M-V/def2-TZVPD) results for a molecular structure, C24H31B3Br2Cl16F3N3O9S.

E_tot (eV): -409750.4497
Orbital gap (eV): 9.204
Maximum force (eV/A): 1.9
Lowest unoccupied orbital energy (eV): -0.2
Total charge: 0

```
92
C24H31B3Br2Cl16F3N3O9S, DFT ωB97M-V/def2-TZVPD
C 5.4384 0.3467 2.0688
C 4.2798 0.6442 2.1033
C 2.8436 0.9184 2.1575
C 2.1823 1.3484 0.7983
B 3.4537 1.9118 -0.0528
N 3.9250 3.2981 0.1325
O 4.1355 1.1180 -0.9082
O 1.4516 2.5637 1.2362
S 0.2048 2.9996 0.4155
O 0.6188 3.2288 -0.9423
O -0.3270 4.1702 1.0306
C -0.9463 1.6062 0.5387
B -1.8829 1.6040 -0.7998
O -1.7403 2.4997 -1.8327
O -2.9416 0.7366 -0.8471
C -3.2767 0.2015 -2.1316
C -4.2570 -0.9530 -1.9454
C -2.0042 1.8427 1.6806
Br -1.3145 2.5496 3.3756
C -3.3006 2.6103 1.3058
C -3.1996 4.0591 0.8614
Br -4.3614 2.6703 2.9925
C -0.1573 0.2210 0.7830
C -1.0338 -0.9917 0.4452
C -0.6781 -2.3973 0.8792
C -1.4986 -3.5134 0.2467
N 0.2001 -2.6934 1.7375
O 0.1195 0.2270 2.2285
C -0.5477 -0.4626 3.0819
N -1.1695 -1.0992 3.8125
C 1.2752 0.2835 0.1124
C 2.0845 -1.0476 0.3113
C 1.9163 -2.2391 -0.6469
C 2.9680 -2.4087 -1.7318
F 3.9189 -3.2967 -1.3487
F 2.4064 -2.9439 -2.8464
F 3.5999 -1.2819 -2.0704
B 1.1449 0.4329 -1.4848
O 1.8261 1.3313 -2.2633
O 0.1722 -0.3211 -2.1129
C 0.3192 -0.5644 -3.5147
H 6.4557 0.0815 2.2133
H 2.3671 0.0688 2.6321
H 2.7280 1.7409 2.8616
H 3.2238 3.9322 -0.2434
H 4.0407 3.5320 1.1129
H 4.5450 1.6365 -1.6094
H -2.5574 3.0028 -1.9395
H -2.3912 -0.1382 -2.6649
H -3.7571 0.9459 -2.7651
H -4.2154 -1.3452 -0.9346
H -4.0619 -1.7190 -2.6888
H -5.2663 -0.5987 -2.1441
H -2.3619 0.8528 1.9533
H -4.0047 2.0308 0.7274
H -4.1754 4.3733 0.4932
H -2.9686 4.6960 1.7075
H -2.4680 4.2261 0.0776
H -2.0041 -0.8201 0.9266
H -1.3219 -1.0478 -0.5931
H -1.8314 -4.1883 1.0292
H -0.8814 -4.0268 -0.4857
H -2.3869 -3.1454 -0.2656
H 0.2368 -3.7011 1.8773
H 1.8873 -1.4119 1.3095
H 3.1495 -0.8224 0.2935
H 0.9426 -2.4030 -1.0934
H 2.0655 -3.1217 -0.0275
H 1.2608 2.0484 -2.5742
H 1.3361 -0.8098 -3.7975
H -0.3078 -1.4234 -3.7519
H -0.0690 0.2710 -4.0936
C 1.1131 6.7767 3.2882
Cl 1.5810 8.3670 3.9032
Cl 2.2337 5.5549 3.9077
Cl -0.5234 6.3936 3.8320
Cl 1.1638 6.7755 1.5305
C 7.3069 -3.7832 -3.2015
Cl 6.4398 -2.3531 -2.6519
Cl 6.4322 -4.5195 -4.5496
Cl 8.9316 -3.3327 -3.7328
Cl 7.4249 -4.9460 -1.8758
C -3.6062 -5.5151 -2.7419
Cl -4.2507 -4.6839 -1.3171
Cl -1.8449 -5.5919 -2.6689
Cl -4.2582 -7.1528 -2.8016
Cl -4.0887 -4.6365 -4.1981
C -5.4184 -1.8572 3.7826
Cl -6.8801 -1.9142 4.7746
Cl -4.1055 -2.6900 4.6061
Cl -5.7361 -2.6518 2.2268
Cl -4.9706 -0.1651 3.4890
```

Löwdin population analysis, charges in e, atoms 1 to 5:
1 C 0.155
2 C -0.126
3 C -0.092
4 C -0.214
5 B -0.595

=====

[2]
DFT (ωB97M-V/def2-TZVPD) results for a molecular structure, C24H31BN13OSTi.

E_tot (eV): -81441.1974
Orbital gap (spin up / spin down) (eV): 8.048 / 6.502
Multiplicity: 2
Maximum force (eV/A): 0.7
Lowest unoccupied orbital energy (spin up / spin down) (eV): 0.4 / -1.2
Total charge: 0

```
72
C24H31BN13OSTi, DFT ωB97M-V/def2-TZVPD
Ti -0.3844 -1.0790 -0.2242
C 1.6110 0.0343 3.6453
C 0.7535 -0.7528 2.8703
N 0.8169 -0.3902 1.5956
N 1.7111 0.6133 1.5184
C 2.1980 0.8948 2.7416
B 2.1758 1.1667 0.1554
N 2.6582 -0.0235 -0.7443
C 3.6778 -0.0637 -1.6203
C 3.5177 -1.1657 -2.4336
C 2.3199 -1.7344 -1.9980
N 1.8062 -1.0442 -0.9866
N 1.0134 1.7900 -0.6466
C 0.9840 2.9247 -1.3714
C -0.0198 2.8170 -2.3089
C -0.5533 1.5412 -2.1024
N 0.0700 0.9317 -1.1058
N 3.3328 2.1207 0.4079
C 4.5993 1.7745 0.7549
C 5.2443 2.9040 1.1879
C 4.2533 3.9030 1.1357
N 3.1186 3.4341 0.6509
H 1.7725 -0.0087 4.7081
H 0.0758 -1.5429 3.1578
H 2.9151 1.6854 2.8859
H 4.4420 0.6939 -1.6164
H 4.1622 -1.4966 -3.2282
H 1.7964 -2.5937 -2.3847
H 1.6701 3.7208 -1.1460
H -0.3257 3.5544 -3.0296
H -1.3736 1.0452 -2.5907
H 4.9435 0.7565 0.6758
H 6.2665 2.9906 1.5124
H 4.3315 4.9460 1.3983
N -4.5288 -2.3078 1.0040
C -3.4476 -2.1695 1.7833
S -2.1209 -3.1643 1.7043
N -3.5931 -1.0806 2.6147
N -2.6388 -0.8807 3.4602
C -1.9541 0.1771 3.6073
C -1.8837 1.2825 2.6647
C -1.7933 2.5670 3.2149
C -1.8878 3.6938 2.4284
C -2.0973 3.5295 1.0598
C -2.1407 2.2763 0.4891
C -1.9608 1.1103 1.2579
O -1.8342 -0.0683 0.6854
H -4.5159 -2.9722 0.2517
H -5.2411 -1.5979 1.0459
H -1.4100 0.2595 4.5446
H -1.6755 2.6598 4.2892
H -1.8240 4.6819 2.8627
H -2.2161 4.4004 0.4260
H -2.2942 2.1647 -0.5725
C -3.1344 -2.9049 -2.2140
C -1.7732 -2.3836 -2.6849
C -1.9742 -1.3468 -3.7892
C -0.9439 -3.5547 -3.2234
N -1.0971 -1.7842 -1.5613
H -3.6855 -3.3616 -3.0402
H -3.7281 -2.0829 -1.8095
H -2.9900 -3.6514 -1.4298
H -2.4425 -1.8030 -4.6645
H -1.0174 -0.9176 -4.0916
H -2.6243 -0.5438 -3.4381
H -1.4710 -4.0786 -4.0242
H -0.7470 -4.2714 -2.4227
H 0.0067 -3.1982 -3.6243
N 0.6361 -3.0310 0.3857
H 0.9617 -3.4549 -0.4749
H 0.0546 -3.7103 0.8610
H 1.4469 -2.8296 0.9601
```

Löwdin population analysis, charges in e, atoms 1 to 5:
1 Ti 0.874
2 C -0.039
3 C -0.157
4 N -0.010
5 N 0.041

=====

[3]
DFT (ωB97M-V/def2-TZVPD) results for 3 unconnected molecules or ions with the total composition C24H31BrN2O6.

E_tot (eV): -110688.9696
Orbital gap (eV): 7.829
Maximum force (eV/A): 4.9
Lowest unoccupied orbital energy (eV): -1.2
Total charge: 0
Structure (SMILES): O=C(O)Cc1cc(Br)cc2c1C(=O)c1ccccc1C2=O.COC[C@@H](C)N.COC[C@@H](C)N

```
64
C24H31BrN2O6, DFT ωB97M-V/def2-TZVPD
O 1.6143 -1.5554 -0.5879
C 1.9219 -0.3278 -0.6453
O 2.6188 0.1195 -1.7895
C 1.4952 0.5813 0.5918
C 0.6500 1.8825 0.2093
C 1.2661 3.3057 0.4772
C 0.4961 4.6228 0.1727
Br 1.3868 6.3265 0.6207
C -0.9386 4.5203 -0.4402
C -1.5248 3.1193 -0.6954
C -0.7726 1.7697 -0.3858
C -1.5687 0.4258 -0.6802
O -1.1036 -0.6113 -1.2033
C -3.1390 0.4528 -0.3009
C -3.8734 -0.7256 0.3683
C -5.3897 -0.6144 0.7496
C -6.1134 0.7189 0.4022
C -5.3873 1.9380 -0.2763
C -3.8891 1.8011 -0.6261
C -3.0260 2.9967 -1.2820
O -3.4744 3.7606 -2.1689
H 2.7818 -0.6986 -2.3325
H 2.4793 0.9641 1.0672
H 0.9363 0.0328 1.4173
H 2.3102 3.3897 0.9518
H -1.4997 5.4811 -0.6681
H -3.3544 -1.7076 0.6088
H -5.9157 -1.4836 1.2724
H -7.2195 0.9078 0.6600
H -5.8958 2.9288 -0.5073
C -3.0890 -1.6924 3.8180
C -4.3438 -1.4703 4.6580
C -4.2935 -2.1541 6.0393
O -4.4999 -3.5630 6.0071
C -3.3549 -4.3190 5.6463
N -5.5182 -1.8999 3.8870
H -3.0569 -2.6862 3.3657
H -3.0511 -0.9720 2.9967
H -2.1846 -1.5596 4.4181
H -4.4260 -0.3916 4.8323
H -5.1126 -1.7527 6.6442
H -3.3650 -1.9133 6.5740
H -2.4301 -3.8693 6.0190
H -3.3106 -4.4391 4.5625
H -3.4565 -5.3152 6.0826
H -6.3587 -1.6500 4.4058
H -5.5270 -2.9208 3.8919
C 5.6552 -1.1393 -5.5170
C 5.4356 -0.0266 -4.4952
C 6.4860 1.1000 -4.5707
O 7.7524 0.7635 -4.0116
C 8.5875 -0.0046 -4.8627
N 5.3743 -0.6170 -3.1518
H 6.4594 -1.8199 -5.2300
H 4.7511 -1.7458 -5.6166
H 5.8894 -0.7282 -6.5028
H 4.4609 0.4232 -4.7152
H 6.1193 1.9430 -3.9768
H 6.6051 1.4713 -5.5973
H 8.4634 0.2659 -5.9152
H 8.3945 -1.0689 -4.7172
H 9.6250 0.1825 -4.5765
H 5.1200 0.1116 -2.4861
H 6.3280 -0.8640 -2.8854
```

natural (NBO) population analysis, charges in e, atoms 1 to 5:
1 O -0.582
2 C 0.788
3 O -0.703
4 C -0.530
5 C 0.041

=====

[4]
DFT (ωB97M-V/def2-TZVPD) results for 11 unconnected molecules or ions with the total composition C24H31Cl30N2O2.

E_tot (eV): -408125.9819
Orbital gap (eV): 6.071
Maximum force (eV/A): 4.1
Lowest unoccupied orbital energy (eV): -4.5
Total charge: +1

```
89
C24H31Cl30N2O2, DFT ωB97M-V/def2-TZVPD
C -3.0015 -2.5047 0.6303
C -3.2794 -1.2124 0.1907
C -4.0364 -0.1319 1.0008
O -4.8988 0.5097 0.4526
O -3.7218 0.1471 2.3167
C -2.3791 0.7297 2.3596
C -1.3748 -0.2624 3.0422
C 0.1345 0.1939 2.9899
C 0.4620 1.2095 1.8276
C 0.5252 0.4060 0.4653
C -0.3079 0.9994 -0.7236
N -0.5239 2.4595 -0.6824
C 0.3963 3.3184 -1.1531
C 0.3323 4.7491 -1.2102
C -0.9177 5.2862 -0.6206
C -1.2087 6.7896 -0.5351
C -1.7818 4.2187 -0.1242
N -1.6363 2.9061 -0.1560
H -3.7523 -3.3165 0.7616
H -1.9272 -2.7538 0.8315
H -2.9259 -0.8831 -0.8202
H -2.3811 1.6677 2.9679
H -2.1019 0.9143 1.2941
H -1.5173 -1.2560 2.5399
H -1.7130 -0.4092 4.1016
H 0.7505 -0.7205 2.7795
H 0.4560 0.6272 3.9720
H -0.1998 2.1045 1.8263
H 1.5083 1.5808 2.0238
H 1.5976 0.2165 0.2213
H 0.0837 -0.6061 0.6740
H 0.2635 0.7920 -1.6669
H -1.2928 0.4900 -0.8603
H 1.3291 2.8536 -1.5510
H 1.1177 5.4036 -1.6319
H -0.3088 7.3902 -0.7975
H -2.0876 7.0290 -1.1776
H -1.4873 7.0661 0.5168
H -2.7238 4.5661 0.3628
C 3.7166 3.6313 2.9864
Cl 2.7304 3.2062 1.5750
Cl 2.6907 3.9325 4.3911
Cl 4.8749 2.3461 3.3199
H 4.2643 4.5405 2.7618
C 8.6766 0.9701 1.8534
Cl 8.1158 1.7299 0.3588
Cl 9.1001 2.1967 3.0506
Cl 7.4458 -0.1243 2.4947
H 9.5658 0.3904 1.6286
C -5.0961 1.9614 -2.4597
Cl -6.0193 3.2806 -3.1857
Cl -5.4901 0.4265 -3.2332
Cl -3.3563 2.2860 -2.5785
H -5.3600 1.8924 -1.4086
C -2.6373 -5.2576 -2.7388
Cl -1.2798 -6.3563 -2.4725
Cl -2.8052 -4.1480 -1.3668
Cl -2.4259 -4.3565 -4.2420
H -3.5413 -5.8470 -2.8190
C -7.0331 -5.2395 -0.7925
Cl -5.8074 -5.6252 -2.0071
Cl -6.2634 -4.8704 0.7553
Cl -8.0392 -3.8947 -1.3326
H -7.6681 -6.1086 -0.6570
C 2.3266 -5.9133 -3.0446
Cl 3.6932 -6.9988 -2.7780
Cl 2.1337 -4.8093 -1.6769
Cl 2.5324 -5.0096 -4.5483
H 1.4265 -6.5121 -3.1281
C 10.6864 5.1195 1.0724
Cl 11.8936 4.7512 -0.1631
Cl 11.4624 5.4435 2.6260
Cl 9.6869 6.4911 0.5765
H 10.0424 4.2536 1.1879
C 6.1996 -3.7968 1.6325
Cl 5.2006 -4.1934 0.2289
Cl 5.1876 -3.5028 3.0529
Cl 7.3622 -5.0857 1.9531
H 6.7503 -2.8880 1.4129
C -4.8316 2.5259 -6.7579
Cl -5.7497 3.8434 -7.4920
Cl -5.2296 0.9851 -7.5229
Cl -3.0941 2.8431 -6.8598
H -5.1035 2.4656 -5.7105
C -3.3805 -6.7679 3.1207
Cl -2.0650 -7.9283 3.3169
Cl -3.4416 -5.6565 4.4927
Cl -3.2013 -5.8738 1.6050
H -4.3163 -7.3158 3.0837
```

Löwdin population analysis, charges in e, atoms 1 to 5:
1 C -0.132
2 C -0.052
3 C -0.451
4 O 0.100
5 O -0.016

=====

[5]
DFT (ωB97M-V/def2-TZVPD) results for a molecular structure, C24H31F3N3O10P2RuSSe2.

E_tot (eV): -221183.6264
Orbital gap (spin up / spin down) (eV): 5.383 / 5.837
Multiplicity: 6
Maximum force (eV/A): 0.8
Lowest unoccupied orbital energy (spin up / spin down) (eV): 3.9 / 3.9
Total charge: -2

```
77
C24H31F3N3O10P2RuSSe2, DFT ωB97M-V/def2-TZVPD
Ru 0.2057 0.7156 0.0617
C -6.5197 -1.5770 -5.0714
C -5.2106 -1.5503 -4.3292
C -4.8732 -0.4794 -3.5077
C -3.6705 -0.4538 -2.8171
C -2.7886 -1.5133 -2.9496
C -3.1096 -2.5972 -3.7536
C -4.3121 -2.6096 -4.4411
S -1.2274 -1.5132 -2.0725
O -0.3919 -0.5312 -2.7587
O -0.7885 -2.8872 -2.1255
N -1.4824 -0.9342 -0.6268
C -2.1318 -1.6875 0.3201
C -2.9715 -2.7671 0.0941
C -3.6339 -3.4194 1.1468
C -3.4794 -3.0227 2.4460
C -2.6129 -1.9407 2.7289
C -2.3756 -1.4882 4.0448
C -1.5080 -0.4587 4.2622
C -0.8596 0.1217 3.1563
N -1.0631 -0.2697 1.9262
C -1.9342 -1.2828 1.6830
H -7.0737 -0.6503 -4.9202
H -7.1498 -2.4033 -4.7336
H -6.3632 -1.7042 -6.1448
H -5.5619 0.3514 -3.4007
H -3.4123 0.3742 -2.1732
H -2.4143 -3.4239 -3.8211
H -4.5589 -3.4589 -5.0701
H -3.1238 -3.1359 -0.9091
H -4.2775 -4.2574 0.9048
H -3.9866 -3.5230 3.2627
H -2.8880 -1.9784 4.8658
H -1.2918 -0.0885 5.2550
H -0.1444 0.9195 3.2817
O 3.4294 3.2521 0.9527
C 3.4176 3.8918 2.2038
C 2.8004 3.1178 3.3830
C 3.3842 3.8159 4.6309
O 2.8110 3.4199 5.8747
C 3.1997 1.6465 3.4327
Se 2.4102 0.4135 2.1156
C 1.2744 3.2613 3.4254
Se 0.2759 3.1232 1.7315
H 2.5062 3.0275 0.7216
H 2.9027 4.8629 2.1346
H 4.4695 4.0966 2.4395
H 3.2755 4.9045 4.5082
H 4.4510 3.5903 4.7100
H 1.8574 3.3876 5.7453
H 2.9425 1.2823 4.4290
H 4.2871 1.5660 3.3355
H 1.0242 4.2729 3.7696
H 0.8665 2.5580 4.1618
N 2.2690 -1.1954 -3.0564
C 3.2298 -0.9020 -1.9239
C 4.6112 -1.3649 -2.3748
P 2.5890 -2.0008 -0.5774
O 3.7846 -2.0272 0.4932
O 2.4942 -3.3255 -1.2478
O 1.3712 -1.3328 -0.0003
P 3.1926 0.9450 -1.8183
O 4.4582 1.3041 -0.9050
O 3.4126 1.3514 -3.2329
O 1.9412 1.3799 -1.0934
H 2.2484 -2.2134 -3.1768
H 2.5868 -0.6665 -3.8720
H 1.2996 -0.8935 -2.8399
H 4.5979 -2.4399 -2.5728
H 5.3255 -1.1733 -1.5766
H 4.9269 -0.8117 -3.2633
H 3.6664 -1.2816 1.1321
H 4.1684 1.6641 -0.0410
F -1.3959 3.5328 -0.5271
C -0.9611 2.3775 -1.1367
F -2.1456 1.8860 -1.6832
F -0.2713 2.8215 -2.2251
```

Löwdin population analysis, charges in e, atoms 1 to 5:
1 Ru 1.253
2 C -0.068
3 C -0.288
4 C -0.035
5 C -0.032

=====

[6]
DFT (ωB97M-V/def2-TZVPD) results for 7 unconnected molecules or ions with the total composition C24H31F6I2O18PS2.

E_tot (eV): -125705.9998
Orbital gap (eV): 7.870
Maximum force (eV/A): 5.7
Lowest unoccupied orbital energy (eV): -0.3
Total charge: 0
Structure (SMILES): CCSC[PH2](S)/C(I)=C(/C)I.O=C1OC[C@@H](F)O1.O=C1OC[C@@H](F)O1.O=C1OC[C@@H](F)O1.O=C1OC[C@@H](F)O1.O=C1OC[C@@H](F)O1.O=C1OC[C@@H](F)O1

```
84
C24H31F6I2O18PS2, DFT ωB97M-V/def2-TZVPD
C -1.4491 -1.5828 -3.5425
C -1.1285 -1.4402 -5.1438
S -0.1538 0.0835 -5.6295
C 0.2723 1.1610 -4.1582
P 0.0208 3.0567 -4.5298
S 2.1568 3.3580 -4.2503
C -1.8867 2.7899 -4.7955
I -2.5359 2.7198 -6.9224
C -2.8618 2.6392 -3.6417
C -4.4638 2.3653 -3.8527
I -2.1890 2.7626 -1.5167
H -0.4813 -1.4974 -2.8871
H -1.9904 -2.6014 -3.2713
H -2.1692 -0.7078 -3.1841
H -2.1619 -1.3932 -5.7192
H -0.5696 -2.4268 -5.4943
H 1.4192 1.0628 -3.8417
H -0.3484 0.9565 -3.1878
H -0.2067 4.0409 -3.4805
H 0.2035 3.4823 -5.8973
H 2.4765 2.9592 -2.9229
H -4.8665 2.5522 -4.9347
H -4.6756 1.2430 -3.5156
H -5.0486 3.0418 -3.0889
C -6.4740 -2.6396 -5.2303
C -5.5515 -1.4695 -5.1919
O -4.4609 -1.9345 -4.4294
C -4.4195 -3.2780 -4.6526
O -3.4615 -3.9861 -4.3908
O -5.5807 -3.7349 -5.2134
F -6.1170 -0.4308 -4.5369
H -7.1288 -2.6918 -4.3540
H -7.0926 -2.6521 -6.1317
H -5.1998 -1.1427 -6.1763
C -6.3134 -2.2530 0.1984
C -5.7383 -3.1261 -0.8639
O -6.7458 -3.1533 -1.8493
C -7.3927 -1.9602 -1.7280
O -8.1397 -1.4976 -2.5741
O -7.0962 -1.3406 -0.5450
F -5.5554 -4.3851 -0.4068
H -6.9575 -2.8008 0.8943
H -5.5417 -1.7315 0.7712
H -4.8071 -2.7486 -1.2998
C 2.7635 2.9423 1.4807
C 1.8793 3.1574 0.3002
O 0.8272 2.2420 0.5053
C 0.7331 2.1075 1.8580
O -0.2261 1.6193 2.4321
O 1.8422 2.5937 2.4944
F 2.5153 2.8253 -0.8456
H 3.4716 2.1195 1.3353
H 3.3222 3.8423 1.7513
H 1.4745 4.1720 0.2215
C -4.3398 -6.6913 2.3286
C -3.3225 -6.5684 3.4111
O -2.8753 -5.2368 3.2933
C -3.9381 -4.5492 2.7890
O -4.0355 -3.3334 2.8029
O -4.8863 -5.3890 2.2722
F -2.2743 -7.3913 3.1835
H -3.8979 -6.9418 1.3584
H -5.1106 -7.4301 2.5642
H -3.7168 -6.7366 4.4189
C 6.6954 3.4492 5.1880
C 5.6806 2.3821 4.9574
O 4.9443 2.8604 3.8547
C 5.8228 3.6237 3.1460
O 5.6436 3.9820 1.9938
O 6.9340 3.9329 3.8815
F 4.8441 2.2755 6.0141
H 6.3178 4.2648 5.8137
H 7.6138 3.0599 5.6358
H 6.1065 1.4018 4.7184
C 11.9613 1.7196 7.5228
C 11.2545 2.0907 6.2641
O 9.9554 2.4205 6.7006
C 10.1154 2.8825 7.9724
O 9.2695 3.5154 8.5822
O 11.3434 2.5566 8.4796
F 11.1671 1.0307 5.4295
H 11.8062 0.6723 7.8027
H 13.0361 1.9128 7.4687
H 11.6939 2.9447 5.7376
```

Löwdin population analysis, charges in e, atoms 1 to 5:
1 C -0.179
2 C -0.519
3 S 0.701
4 C -0.690
5 P 0.362